[1]
42
Properties=species:S:1:pos:R:3:forces:R:3:lowdin_charge:R:1 method="wB97M-V/def2-TZVPD" gap_ev=6.325 fmax_ev_per_a=2.430 e_lumo_ev=5.25 relative_energy_kcal_mol=35.71 spin_multiplicity=1 charge=-2 homo_energy_ev=-1.07
O 1.82351 -0.59930 0.74789 0.9 -0.3 0.3 0.016
C 0.86218 0.10777 1.03264 -1.6 1.2 -1.2 -0.555
O -0.32362 -0.07926 0.53389 0.6 0.1 0.5 -0.118
C 0.96967 1.39228 1.88507 -0.6 -0.8 0.1 -0.347
C 0.08260 1.13151 3.13672 1.0 0.6 1.3 -0.674
S -0.79000 2.58337 3.84177 0.2 0.3 0.0 0.145
N 0.52980 2.57948 1.13460 2.3 -0.1 -0.9 0.008
H 2.05864 1.41942 2.14303 -0.9 0.7 -0.1 0.142
H -0.72773 0.45153 2.91149 0.4 -0.6 0.0 0.018
H 0.81345 0.75246 3.90434 -1.1 -0.2 -0.5 0.053
H 0.72290 3.39981 1.67520 -0.2 0.2 0.7 0.035
H -0.41590 2.65899 0.83340 -0.8 -0.7 0.3 0.055
H -1.84361 -2.90128 1.12035 0.5 -0.1 0.0 0.044
H -0.84800 -1.87571 0.62883 0.2 -0.5 0.8 -0.011
O -0.88913 -2.72160 1.11907 -0.7 -0.1 0.0 -0.066
H -3.14093 -0.63466 -1.07011 -0.7 -0.8 -0.3 0.039
H -3.07812 0.01377 -2.33636 -0.5 -0.8 -0.1 0.044
O -3.34068 -0.89303 -1.99803 0.6 1.7 0.5 -0.106
H -1.82314 0.61601 1.13069 0.6 0.3 0.4 -0.027
H -2.47276 1.86136 1.91751 0.5 -0.6 0.1 -0.021
O -2.64336 1.00648 1.47363 -1.2 0.3 -0.6 -0.122
H -1.54482 -1.14732 -1.74747 0.4 -0.7 -0.2 0.015
H -0.47762 -1.01345 -0.60037 -0.2 -0.1 -1.3 0.004
O -0.70916 -1.56850 -1.45661 -0.2 1.0 0.6 -0.136
H -2.62201 1.45728 -0.63201 0.1 0.2 0.2 0.008
H -1.45749 1.57201 -1.67754 0.0 -0.1 -0.2 -0.003
O -2.43130 1.63573 -1.56564 -0.2 0.0 0.0 -0.093
H 3.14995 -2.39779 0.40063 -0.6 -0.3 -0.2 0.002
H 2.73441 -3.77212 -0.29321 -1.1 0.3 -0.5 -0.017
O 3.39532 -3.31090 0.20660 1.6 0.1 0.8 -0.075
H 2.23317 1.74024 -0.85066 0.2 0.2 -0.2 0.038
H 1.78551 3.05381 -0.32849 -0.7 0.2 1.0 -0.006
O 2.16720 2.67327 -1.11640 0.8 -0.5 -0.8 -0.079
H 0.81498 -1.02892 -1.93669 -0.1 -0.5 -0.5 -0.028
H 1.97395 -1.00919 -1.06675 0.4 0.1 -0.3 0.008
O 1.78990 -0.97480 -2.03101 -0.1 0.2 0.5 -0.098
H 0.62294 2.07085 -1.85363 0.7 -0.2 -0.1 0.003
H 0.56110 0.59831 -2.48136 0.1 1.1 0.4 0.033
O 0.11161 1.47010 -2.41136 -0.7 -0.7 -0.7 -0.071
H 0.99977 -3.23287 -2.13623 0.2 -0.1 -0.3 0.019
H 0.48587 -3.23487 -0.78181 -0.4 -0.3 0.4 0.000
O 0.89100 -3.85027 -1.40558 0.3 -0.1 0.0 -0.076

[2]
42
Properties=species:S:1:pos:R:3:forces:R:3:lowdin_charge:R:1 method="wB97M-V/def2-TZVPD" gap_ev="10.418 / 3.645" fmax_ev_per_a=9.979 e_lumo_ev="-3.15 / -9.89" s2=0.76 spin_multiplicity=2 charge=+1 homo_energy_ev="-13.56 / -13.53"
O -1.48580 -2.51801 0.76982 -0.4 0.2 0.3 0.168
C -0.81956 -1.61338 0.35987 2.4 -1.6 -1.6 -0.481
N -1.04314 -0.32663 0.77739 0.2 2.7 1.0 0.184
C -0.27099 0.86447 0.58235 -0.7 -0.5 4.7 -0.473
O 0.00435 1.57028 1.71320 -1.3 -1.1 -2.1 0.126
O 0.10463 1.33980 -0.45075 0.4 0.1 -2.5 0.221
C 0.32945 -1.86526 -0.65498 -0.4 0.2 -1.2 0.035
H -1.79136 -0.24279 1.50188 0.4 0.0 -0.4 0.135
H -0.14936 1.00846 2.51015 -0.1 0.5 0.1 0.075
H -0.09622 -2.42181 -1.52622 0.2 0.7 0.7 0.101
H 0.95449 -1.04121 -1.03949 -1.1 0.3 0.0 0.071
H 1.12356 -2.50996 -0.34032 0.0 -0.9 1.1 0.087
H 3.57160 -0.29591 -0.87026 -2.7 9.4 -1.8 -0.115
H 4.11612 -1.32405 -1.51408 0.4 -1.2 -0.2 0.080
O 3.78349 -1.08033 -0.64989 2.2 -8.2 1.9 0.050
H -0.32379 1.33196 -3.29757 -1.8 -1.5 -0.5 0.018
H 0.58795 2.14504 -2.66425 0.3 0.8 -0.4 0.030
O 0.39394 1.86561 -3.57449 1.2 0.8 0.9 -0.011
H 3.56194 1.40863 -3.05263 2.2 0.9 -0.5 0.057
H 2.14826 1.21873 -3.39368 0.1 -0.9 0.8 0.078
O 2.83858 0.92635 -2.72409 -2.4 0.0 -0.4 -0.030
H 2.01373 2.08040 0.14737 -2.0 -1.4 2.7 -0.016
H 2.34213 1.83907 -1.38216 1.0 0.3 1.2 0.070
O 2.57815 2.36302 -0.51350 1.0 0.7 -3.6 0.170
H 2.76539 0.16300 1.47435 2.1 0.4 0.9 0.062
H 2.05639 -0.74150 0.55971 0.6 -1.7 -1.2 -0.006
O 1.91890 -0.04614 1.16342 -1.9 0.9 0.5 0.034
H -2.12061 -1.67971 3.83746 0.2 -1.3 0.2 0.042
H -1.78670 -0.24891 4.14137 -0.1 0.1 0.1 0.025
O -2.41171 -0.80284 3.65449 0.1 1.3 -0.4 -0.024
H -1.84610 -2.91075 -2.56110 0.7 -0.5 0.2 -0.005
H -2.42503 -1.57443 -3.00326 0.0 0.2 0.0 0.005
O -2.62220 -2.50971 -2.91924 -0.7 0.2 -0.3 -0.027
H -4.10985 -0.19312 1.83995 0.1 0.3 -0.4 0.053
H -4.26537 1.27783 1.42710 0.0 -0.2 0.0 0.058
O -3.90458 0.43566 1.12096 0.1 -0.2 0.5 -0.049
H 0.87090 0.57198 3.96252 0.9 0.3 0.6 0.082
H 0.12127 1.80118 4.54381 1.2 7.1 2.8 -0.008
O 0.06589 1.00241 4.23323 -1.9 -7.8 -3.0 0.073
H -2.61377 0.90602 -1.41284 -1.9 2.5 1.1 0.017
H -1.99722 -0.37000 -1.00496 -0.5 0.2 -0.5 0.017
O -2.16770 0.19654 -1.77064 1.9 -2.4 -1.2 0.019

[3]
38
Properties=species:S:1:pos:R:3:forces:R:3:lowdin_charge:R:1 method="wB97M-V/def2-TZVPD" gap_ev=9.049 fmax_ev_per_a=0.626 e_lumo_ev=0.30 relative_energy_kcal_mol=0.00 spin_multiplicity=1 homo_energy_ev=-8.75
C -1.85904 -1.36614 0.15664 -0.2 -0.1 0.1 -0.053
C -2.24067 0.06186 0.50546 -0.1 0.1 -0.2 -0.497
C -1.14627 0.69906 1.34505 0.0 0.1 0.1 -0.521
S -1.59330 2.37927 1.89799 0.1 0.1 0.0 0.744
N -2.42955 0.83545 -0.73954 0.1 -0.1 -0.2 0.010
H -1.70698 -1.93686 1.06899 0.0 0.0 -0.1 0.058
H -2.65391 -1.88072 -0.38930 0.0 0.1 -0.2 0.082
H -0.93877 -1.38503 -0.43058 0.0 0.0 -0.1 0.068
H -3.17296 0.07877 1.08392 0.1 -0.2 0.1 0.134
H -0.21681 0.72680 0.77935 0.0 0.1 -0.1 0.055
H -0.96656 0.10039 2.23902 -0.2 0.3 -0.3 0.040
H -0.70628 3.06901 1.16460 -0.1 -0.1 0.0 -0.174
H -2.81199 1.75510 -0.53781 0.0 -0.1 0.1 0.069
H -3.07626 0.34830 -1.35338 0.0 0.1 0.1 0.093
H 0.12818 -1.23467 -3.77864 0.0 0.0 0.0 0.061
H 1.48175 -0.54409 -3.66975 0.0 0.0 0.0 0.041
O 0.59601 -0.43401 -4.04383 0.0 0.0 0.1 -0.044
H 1.58044 -1.86294 -0.92090 0.2 -0.2 -0.1 0.000
H 2.07697 -3.32650 -0.68828 0.0 0.1 -0.1 0.057
O 1.31865 -2.74553 -0.57756 -0.1 0.1 0.1 -0.075
H 0.71448 2.42257 -0.76828 0.1 0.2 -0.3 0.007
H 1.70803 3.59385 -0.52046 -0.1 -0.1 0.0 0.075
O 1.18726 2.91941 -0.07137 0.1 0.1 0.2 -0.078
H 1.72735 -0.73584 1.76643 -0.1 -0.1 0.2 0.009
H 1.31520 -2.09666 1.17406 0.1 0.0 0.2 0.014
O 1.39919 -1.61740 2.02299 -0.1 0.1 -0.3 -0.072
H -1.06605 -2.05153 3.94254 0.0 0.0 0.0 0.049
H -0.27048 -1.65337 2.68011 0.0 -0.2 0.2 0.001
O -1.17683 -1.69201 3.05899 0.1 -0.3 0.4 -0.096
H 0.01205 0.99523 -2.87307 0.1 0.2 0.1 0.033
H -0.93471 1.19121 -1.63579 -0.1 0.0 0.2 0.023
O -0.05534 1.46498 -2.01856 -0.1 -0.3 -0.2 -0.109
H 2.01069 1.68092 0.87615 0.2 -0.1 0.0 0.018
H 3.20621 1.22938 1.76337 -0.1 -0.1 0.0 0.072
O 2.51172 0.89084 1.18813 0.0 0.2 -0.1 -0.071
H 1.32580 0.31609 -1.55344 0.4 -0.1 0.2 0.016
H 2.59847 0.06276 -0.67135 -0.4 -0.1 -0.5 0.046
O 2.12435 -0.25796 -1.47190 0.0 0.3 0.4 -0.082

[4]
41
Properties=species:S:1:pos:R:3:forces:R:3:lowdin_charge:R:1 method="wB97M-V/def2-TZVPD" gap_ev=9.123 fmax_ev_per_a=7.256 e_lumo_ev=0.23 relative_energy_kcal_mol=109.27 spin_multiplicity=1 homo_energy_ev=-8.90
C -3.24294 -0.45080 1.43404 0.3 2.5 0.5 -0.105
N -2.07344 -0.06233 0.58888 -1.3 -0.6 1.4 -0.100
C -0.92429 0.29499 1.39506 -0.8 3.6 1.1 -0.192
C 0.06432 -0.78807 1.68567 0.7 -0.1 -2.9 -0.477
N 0.76423 -1.23250 0.52477 -1.6 6.7 2.2 0.161
O 0.18652 -1.34134 2.73979 0.0 -0.5 1.0 0.077
H -2.98404 -0.95654 2.37051 0.4 0.4 0.1 0.068
H -3.96005 -1.14516 1.02918 -0.3 0.2 -1.0 0.056
H -3.68202 0.61311 1.63790 0.0 -2.3 0.1 0.113
H -1.82548 -0.75240 -0.06182 0.4 -1.3 -1.1 0.050
H -1.22849 0.77518 2.37205 -0.2 -1.2 -0.6 0.139
H -0.63509 1.27845 0.95689 1.4 -1.1 -0.2 0.123
H 0.80915 -0.61896 -0.29168 -0.3 -0.7 -0.1 0.046
H 0.87453 -2.13618 0.49587 1.1 -5.9 -0.5 0.034
H 1.97061 2.97894 2.34476 0.4 0.4 0.5 0.042
H 2.45661 1.39532 2.47740 -1.4 2.1 -0.3 0.062
O 1.94166 2.12435 1.93656 0.7 -2.3 -0.1 -0.096
H 2.46030 -0.50608 3.14640 -0.9 1.7 1.8 0.086
H 1.59476 0.44741 4.21734 -1.2 -0.7 0.0 0.042
O 2.40564 0.30570 3.76064 2.5 -1.4 -1.8 -0.064
H 3.78927 1.26695 -0.37392 0.7 -0.1 0.4 0.044
H 2.45137 1.58368 0.33843 -0.2 0.6 1.0 -0.018
O 2.88400 1.51193 -0.51083 -0.2 -0.2 -1.8 -0.056
H -2.06249 1.53696 -2.22905 2.0 0.2 1.3 -0.033
H -3.34211 0.73047 -2.33575 -0.3 -0.5 0.3 -0.007
O -2.85891 1.47494 -2.68678 -1.9 0.5 -1.6 -0.041
H 2.09877 0.40548 -1.79264 -3.5 -0.9 -0.3 0.119
H 0.44514 0.56360 -1.98186 0.0 0.7 -0.5 0.009
O 1.15884 -0.07385 -2.00234 3.5 0.2 0.7 -0.138
H -2.88409 -1.07991 -3.09027 0.6 -0.6 0.2 0.030
H -3.84308 -1.73852 -2.02335 0.4 -1.3 1.1 0.019
O -3.74857 -1.09961 -2.69206 -1.1 1.6 -1.2 -0.026
H 2.77410 -0.63166 0.34309 2.2 0.0 1.6 0.052
H 3.47800 -1.72449 0.99232 0.1 -3.2 0.7 -0.012
O 3.62417 -0.82643 0.90280 -2.0 3.1 -1.9 -0.066
H 0.51654 2.16250 -3.82699 -2.5 -1.3 1.6 0.128
H -0.97318 1.76573 -4.12619 0.2 -0.1 0.9 0.062
O -0.33674 1.75204 -3.37592 2.4 1.7 -2.6 -0.122
H 0.16032 -1.81655 -1.94189 -1.4 0.8 -0.1 0.040
H -0.51623 -3.00805 -2.13970 0.2 -4.5 -0.8 -0.019
O -0.77674 -2.16050 -1.99575 1.0 3.8 0.7 -0.028